1.
C5H10NO2 | wB97M-V/def2-TZVPD

The geometry in XYZ format:
```
18
Properties=species:S:1:pos:R:3:mulliken_charge:R:1
C 1.21196 -1.27228 -1.74098 -0.452
N 2.18758 -0.54245 -1.03638 -0.581
C 1.67685 -0.15350 0.20054 -0.019
O 1.16489 -1.21947 0.96210 -0.567
C -1.41144 -0.72580 1.05095 -0.488
C -1.30240 0.36026 0.31133 -0.587
C -1.51503 1.84875 0.77241 -0.264
O -1.63766 2.66660 -0.27168 -0.771
H 1.52082 -1.48029 -2.78052 0.329
H 0.93823 -2.28173 -1.38491 0.212
H 0.21162 -0.77271 -1.81189 0.051
H 2.32158 0.40982 0.87754 0.299
H 0.77366 0.50884 -0.09264 0.091
H 0.17164 -1.02909 1.00616 0.484
H -2.18570 -0.74874 1.81630 0.321
H -1.12292 0.33443 -0.76865 0.537
H -0.64231 2.15810 1.39625 0.120
H -2.36138 1.93925 1.49408 0.286
```

Computed properties:
- Net charge: -1
- Gap between HOMO and LUMO: 4.16 eV
- E_HOMO: -2.938 eV


2.
C5H10NO2 | wB97M-V/def2-TZVPD

The geometry in XYZ format:
```
18
Properties=species:S:1:pos:R:3:mulliken_charge:R:1
C -0.03282 -1.56216 -0.02326 -1.474
C -0.46119 -0.13986 -0.54147 0.066
C 0.84965 0.85001 -0.74280 -0.488
C 2.04427 0.23436 -1.47049 -0.383
O 2.68274 0.69672 -2.48977 -0.812
N -1.47668 0.35460 0.30938 -0.250
C -1.29758 0.58838 1.86330 -0.229
O -2.44289 0.99702 2.38252 -0.917
H 0.36901 -1.45556 0.98835 0.357
H -0.79105 -2.29695 -0.26854 0.326
H 0.90069 -1.92091 -0.48438 0.455
H -0.79076 -0.35924 -1.56662 0.317
H 1.17913 1.09596 0.28921 0.175
H 0.36413 1.67675 -1.28170 0.223
H 2.37013 -0.72098 -1.01893 0.235
H -2.12901 1.02259 -0.06455 0.209
H -0.44302 1.30220 1.86292 0.128
H -0.89475 -0.36293 2.25684 0.060
```

Computed properties:
- Net charge: -2
- Gap between HOMO and LUMO (spin up / spin down): 3.47 / 6.51 eV
- Spin multiplicity: 2
- E_HOMO (spin up / spin down): 3.509 / 0.405 eV


3.
C5H10NO3 | wB97M-V/def2-TZVPD

The geometry in XYZ format:
```
19
Properties=species:S:1:pos:R:3:mulliken_charge:R:1
C 1.57272 0.40819 -0.59383 0.152
C 2.78204 -0.37867 -1.07450 -1.121
C 1.78806 0.95816 0.78909 0.238
O 2.79274 1.61215 1.10577 -0.712
N 0.69780 0.95204 1.56802 -0.224
H 1.26974 1.16482 -1.32922 0.268
H 0.61899 -0.13724 -0.60045 0.043
H 3.42040 -0.79232 -0.29927 0.315
H 0.73975 1.40770 2.46966 0.209
H -0.26410 0.58902 1.48060 0.304
H 3.40173 0.17505 -1.78238 0.261
H 2.38689 -1.18100 -1.72333 0.328
C -3.40385 -1.23136 -0.07459 -0.936
C -2.55968 0.03028 0.14128 0.669
O -1.90253 0.10168 1.21578 -0.859
O -2.45579 0.81798 -0.82170 -0.727
H -3.35239 -1.88975 0.79050 0.292
H -3.10159 -1.70312 -1.00852 0.259
H -4.43092 -0.90360 -0.25293 0.243
```

Computed properties:
- Net charge: -1
- Gap between HOMO and LUMO: 8.39 eV
- E_HOMO: -4.621 eV


4.
C5H10NO3Rb | wB97M-V/def2-TZVPD

The geometry in XYZ format:
```
20
Properties=species:S:1:pos:R:3:mulliken_charge:R:1
Rb 21.34721 20.07566 1.55577 0.987
C 23.25465 17.13330 0.69267 -0.665
C 24.47585 17.98806 1.06570 0.607
O 24.27358 19.04161 1.69217 -0.684
O 25.62433 17.54764 0.73186 -0.728
H 23.38882 16.45177 -0.14734 0.263
H 22.30636 17.66456 0.61134 -0.046
H 23.14142 16.40600 1.49661 0.288
C 23.41052 20.50293 -1.72448 0.100
O 22.66884 20.72054 -0.79982 -0.610
N 23.26319 21.13886 -2.91212 0.103
C 24.14985 20.76578 -4.08645 -0.860
C 22.32619 22.23295 -3.01195 -0.942
H 24.22425 19.76129 -1.72856 0.320
H 24.40610 19.70693 -4.05089 0.327
H 25.12630 21.24726 -4.13978 0.306
H 23.59633 21.00032 -4.99568 0.308
H 21.66507 21.98721 -3.84299 0.329
H 21.71789 22.40118 -2.12327 0.269
H 22.89040 23.10859 -3.33291 0.330
```

Computed properties:
- Net charge: 0
- Gap between HOMO and LUMO: 6.21 eV
- E_HOMO: -7.007 eV


5.
C5H10NO4P | wB97M-V/def2-TZVPD

The geometry in XYZ format:
```
21
Properties=species:S:1:pos:R:3:mulliken_charge:R:1
C 0.56280 -1.09090 -1.45870 0.149
C -0.55470 1.05223 1.63247 -1.116
C 0.47661 1.78512 -0.62566 -0.857
C -0.46396 0.86104 0.09131 0.170
C -0.05983 -0.59988 -0.10702 0.911
N -1.32239 -1.52405 0.12817 -0.698
O 0.22487 -0.97218 -2.62295 -0.616
O 1.59030 -1.79037 -0.96038 -0.421
O 1.45604 -2.25552 1.61536 -0.445
O 0.28845 1.86714 -2.02432 -0.558
P 1.63873 -1.02550 0.64547 0.172
H 0.25126 0.45865 2.20981 0.285
H -1.43191 0.56018 1.97332 0.394
H -0.48095 2.21476 1.77221 0.299
H 1.58127 1.58435 -0.47691 0.265
H 0.24339 2.86628 -0.31740 0.331
H -1.46974 1.03430 -0.24198 0.440
H -1.59359 -2.23907 -0.51414 0.241
H 0.58890 -2.74100 1.72664 0.382
H -2.10999 -0.97620 -0.03575 0.276
H 0.58446 0.93061 -2.40955 0.396
```

Computed properties:
- Net charge: 0
- Gap between HOMO and LUMO: 10.18 eV
- E_HOMO: -9.773 eV


6.
C5H10NO5S | wB97M-V/def2-TZVPD

The geometry in XYZ format:
```
22
Properties=species:S:1:pos:R:3:mulliken_charge:R:1
C -0.60631 1.59907 -1.25992 -1.505
C -0.06183 1.39521 1.15865 -1.599
C 1.64281 0.60003 -0.62280 -1.502
C -0.32966 -0.69388 -0.14787 -0.756
C 0.18570 0.70537 -0.23932 2.056
N -1.43475 -1.19125 -0.65414 1.130
O 1.06049 -2.87261 -0.08381 -0.663
O -1.71803 -2.37997 -0.33021 -0.933
O -2.22766 -0.50599 -1.33001 -0.814
O -0.59715 -2.69346 1.88533 -0.552
O 1.30880 -1.32095 1.83891 -0.653
S 0.43420 -1.91470 0.83740 1.141
H -0.09212 1.34937 -2.17995 0.417
H -0.48509 2.72362 -1.12813 0.295
H -1.70595 1.42852 -1.22979 0.360
H 0.06668 2.57008 1.01814 0.349
H -1.04680 1.17805 1.42414 0.418
H 0.82308 0.99897 1.78512 0.372
H 1.92655 0.75525 -1.66143 0.363
H 2.35287 1.34219 -0.08576 0.261
H 1.92282 -0.33983 -0.40575 0.410
H -1.41864 -2.73309 1.41119 0.405
```

Computed properties:
- Net charge: -1
- Gap between HOMO and LUMO: 8.20 eV
- SMILES: CC(C)(C)C([N+](=O)[O-])=[S@@](=O)([O-])O
- E_HOMO: -4.630 eV


7.
C5H10NOP | wB97M-V/def2-TZVPD

The geometry in XYZ format:
```
18
Properties=species:S:1:pos:R:3:mulliken_charge:R:1
C 0.19609 2.21522 1.70189 0.497
C 1.15750 2.00916 0.47926 -0.348
C -0.48964 0.94494 2.02470 -0.638
C 0.82015 0.76916 -0.32596 -0.386
C -0.56277 -2.43525 -0.92030 -0.910
N 0.23971 -0.23998 0.49943 -0.320
O 0.13375 3.31163 2.25916 -0.556
P -1.14020 -1.16607 0.32202 0.024
H 0.82639 2.93372 -0.23956 0.218
H 2.23809 2.13483 0.86818 0.272
H -0.05561 0.34287 2.86444 0.250
H -1.55871 0.73872 2.18978 0.440
H 0.11111 1.17551 -1.12242 0.262
H 1.67345 0.33081 -0.91633 0.307
H 0.01427 -1.98276 -1.69199 0.291
H -1.53042 -2.88280 -1.29798 0.303
H 0.03107 -3.22735 -0.42752 0.293
H -1.92204 -0.28814 -0.66330 0.000
```

Computed properties:
- Net charge: 0
- Gap between HOMO and LUMO: 9.04 eV
- E_HOMO: -8.821 eV


8.
C5H10NOS | wB97M-V/def2-TZVPD

The geometry in XYZ format:
```
18
Properties=species:S:1:pos:R:3:mulliken_charge:R:1
C -0.59973 -0.33194 0.03592 -0.068
C 0.15988 1.16067 0.08364 0.604
C 1.80921 -0.75717 -0.29854 -0.048
C -2.03724 -0.53627 -0.01294 -1.594
C -0.71642 2.32980 0.11706 -0.910
N 0.46405 -1.33530 0.00336 0.048
O 2.72298 -1.51281 0.41738 -0.507
S 1.75366 1.06348 0.18622 -0.133
H 2.11091 -0.81556 -1.38352 0.384
H -2.48190 -0.00612 0.79986 0.467
H -2.30305 -1.43546 0.34743 0.488
H -2.51353 -0.42460 -1.07950 0.259
H -1.12080 2.44230 -0.89920 0.295
H -0.19478 3.24630 0.51923 0.387
H -1.59861 1.91570 0.69951 0.208
H 0.54104 -1.61008 0.93623 0.365
H 0.33217 -2.06263 -0.67013 0.380
H 3.67217 -1.33032 0.19800 0.375
```

Computed properties:
- Net charge: +1
- Gap between HOMO and LUMO (spin up / spin down): 8.02 / 8.02 eV
- SMILES: CC1=C(C)S[C@@H](O)[NH2+]1
- E_HOMO (spin up / spin down): -11.752 / -11.753 eV


9.
C5H10NOS | wB97M-V/def2-TZVPD

The geometry in XYZ format:
```
18
Properties=species:S:1:pos:R:3:mulliken_charge:R:1
C 0.20709 1.16747 0.67218 0.636
C -1.06757 0.41480 1.30258 -0.655
C -1.95363 0.18598 0.21691 0.106
C -1.79440 -0.83397 -0.81277 -0.735
C 2.23859 0.82492 -0.69396 -0.888
N 1.11270 0.28748 0.11319 -0.042
O 0.11540 2.33953 0.31520 -0.513
S 1.33187 -1.35325 0.63979 -0.174
H -0.52851 -0.52128 1.61741 0.297
H -1.49308 1.02708 2.23988 0.361
H -0.76730 -1.24921 -0.72101 0.247
H -2.76472 0.74377 0.02868 0.500
H -2.66038 -1.56746 -0.71651 0.374
H -2.08950 -0.32830 -1.75459 0.345
H 2.53631 0.33716 -1.62048 0.317
H 1.99654 1.90744 -0.82277 0.329
H 3.19088 0.76109 -0.11376 0.328
H 2.49133 -1.31875 1.16739 0.167
```

Computed properties:
- Net charge: +1
- Gap between HOMO and LUMO: 7.12 eV
- E_HOMO: -13.718 eV


10.
C5H10NOS | wB97M-V/def2-TZVPD

The geometry in XYZ format:
```
18
Properties=species:S:1:pos:R:3:mulliken_charge:R:1
C -0.49629 -1.55534 0.37027 -0.410
C 0.82244 -1.47083 0.41275 -0.208
C 0.05169 0.70114 0.02243 -0.362
C -1.51780 0.11582 1.80447 -0.923
C 1.62675 1.03313 -2.28217 -0.745
N -1.10272 -0.20048 0.43388 0.144
O 1.31285 -0.24323 0.20203 -0.367
S -0.07631 1.13741 -1.72594 0.081
H -1.28627 -2.26071 0.43994 0.505
H 1.49175 -2.38743 0.36067 0.373
H 0.23293 1.56943 0.59757 0.371
H -2.45234 0.65001 1.73613 0.443
H -1.82555 -0.56799 2.61101 0.330
H -0.69472 0.59264 2.42830 0.313
H 1.63759 1.83365 -3.04783 0.339
H 1.73766 0.01814 -2.63604 0.310
H 2.39620 1.11424 -1.43278 0.304
H -1.85784 -0.07959 -0.29470 0.501
```

Computed properties:
- Net charge: +1
- Gap between HOMO and LUMO (spin up / spin down): 5.84 / 6.58 eV
- Spin multiplicity: 3
- E_HOMO (spin up / spin down): -8.761 / -13.790 eV


11.
C5H10NP | wB97M-V/def2-TZVPD

The geometry in XYZ format:
```
17
Properties=species:S:1:pos:R:3:mulliken_charge:R:1
C 0.26549 -0.41682 -0.20290 -0.908
C -0.78526 0.21505 -1.13487 0.319
C 0.86494 0.65488 0.74925 0.100
C -1.84130 -0.89638 -1.50718 -1.274
C 1.65860 0.26058 2.01339 -0.978
N -1.32760 1.40512 -0.53837 -0.340
P -0.49607 1.98350 0.63206 -0.033
H -0.26952 -1.19420 0.30496 0.391
H 1.07244 -0.90468 -0.78899 0.316
H -0.32516 0.56212 -1.99188 0.282
H 1.72519 1.12804 0.12901 0.254
H -2.50130 -1.01047 -0.63075 0.331
H -1.16166 -1.76868 -1.80275 0.319
H -2.50793 -0.40666 -2.23730 0.375
H 2.79567 0.22667 1.65935 0.240
H 1.41269 -0.73740 2.46876 0.295
H 1.42079 0.89935 2.87822 0.312
```

Computed properties:
- Net charge: 0
- Gap between HOMO and LUMO: 9.47 eV
- SMILES: C[C@@H]1C[C@H](C)P=N1
- E_HOMO: -9.284 eV


12.
C5H10NP | wB97M-V/def2-TZVPD

The geometry in XYZ format:
```
17
Properties=species:S:1:pos:R:3:mulliken_charge:R:1
C -0.19618 -0.30466 -0.26752 -0.954
C -0.86097 0.97774 -0.50520 0.555
C 1.32318 -0.08844 -0.76232 0.019
C -2.01829 1.28495 0.45244 -1.420
C 2.27411 -0.89122 0.13182 -1.417
N 0.02058 2.07586 -0.38963 -0.410
P 1.57078 1.73596 -0.48291 -0.007
H -0.27385 -0.61676 0.75601 0.383
H -0.60097 -1.22376 -0.79475 0.333
H -1.18664 1.08691 -1.50174 0.206
H 1.55302 -0.28127 -1.79528 0.518
H -1.64506 1.64311 1.44680 0.344
H -2.65835 0.48678 0.53577 0.408
H -2.66758 2.19221 0.17071 0.312
H 3.25543 -0.99252 -0.20909 0.368
H 1.84615 -1.78345 0.46898 0.349
H 2.34113 -0.24282 0.99071 0.415
```

Computed properties:
- Net charge: 0
- Gap between HOMO and LUMO: 9.44 eV
- SMILES: C[C@@H]1C[C@H](C)P=N1
- E_HOMO: -9.312 eV


DFT total energy / eV: -10924.5535, -10926.9087, -12982.1986, -13635.0586, -24315.2008, -27907.0856, -18169.9791, -19709.6142, -19709.7110, -19705.6772, -16124.3838, -16124.5807
Energy relative to the best compared isomer or geometry (same formula, charge and spin) / kcal/mol: 223.94, 79.70, 9.38, 14.59, 4.79, 91.75, 82.48, 76.20, 73.97, 82.22, 12.11, 7.57